Version P
C3H13NO3 | ωB97M-V with the def2-TZVPD basis set

Each line ends with the natural charge from an NBO analysis.
Element x y z (Å)
C 0.695 -1.668 0.685  -0.215
C 1.097 -0.223 0.215  -0.426
C 0.860 0.874 1.256  -0.064
O 1.358 2.123 0.782  -0.719
N -0.271 -2.168 -0.327  -0.870
H 0.152 -1.553 1.647  0.167
H 1.526 -2.338 0.924  0.178
H 0.333 -0.043 -0.523  0.188
H 2.110 -0.140 -0.136  0.203
H 1.374 0.658 2.215  0.157
H -0.214 1.103 1.309  0.193
H 2.315 2.057 0.860  0.454
H -0.245 -3.174 -0.435  0.365
H -0.169 -1.591 -1.151  0.378
H -0.387 -1.397 -3.705  0.471
H 0.026 -0.310 -2.804  0.468
O 0.325 -1.190 -3.084  -0.926
H -4.010 2.713 1.364  0.465
H -3.416 3.605 0.336  0.465
O -3.460 2.661 0.572  -0.930

SMILES	NCCCO.O.O
multiplicity	1
HOMO	-8.6	eV
LUMO energy	0.029	Eh



Version Q
C3H13NO3 | ωB97M-V with the def2-TZVPD basis set

Each line ends with the natural charge from an NBO analysis.
Element x y z (Å)
C 0.870 0.785 0.896  -0.241
C -0.376 0.770 0.008  0.081
C -1.295 1.940 0.274  -0.634
O -1.075 -0.465 0.196  -0.729
N 2.051 0.393 0.111  -0.843
H 1.010 1.779 1.361  0.165
H 0.710 0.080 1.708  0.203
H -0.133 0.741 -1.058  0.181
H -2.067 2.010 -0.496  0.223
H -1.802 1.826 1.234  0.202
H -0.744 2.878 0.223  0.215
H -1.846 -0.328 0.753  0.469
H 2.896 0.457 0.665  0.357
H 2.219 1.048 -0.652  0.353
H -1.413 -2.082 -1.977  0.479
H -2.363 -2.220 -3.174  0.463
O -2.248 -1.766 -2.333  -0.941
H 2.587 -2.839 0.514  0.467
H 1.305 -2.070 0.828  0.480
O 1.714 -2.937 0.919  -0.948

SMILES	C[C@H](O)CN.O.O
multiplicity	1
HOMO	-9.7	eV
LUMO energy	0.032	Eh



Best to worst by energy: version Q, version P.



Version P
C3H13NO3 | ωB97M-V with the def2-TZVPD basis set

Each line ends with the natural charge from an NBO analysis.
Element x y z (Å)
C 1.590 1.483 0.723  -0.420
N 1.011 1.420 -0.661  -0.624
C 1.189 0.186 -1.431  -0.245
C 0.130 0.127 -2.514  -0.071
O -1.078 -0.362 -1.963  -0.736
H 1.234 0.669 1.368  0.168
H 2.679 1.400 0.633  0.186
H 1.286 2.345 1.340  0.205
H 0.003 1.484 -0.437  0.355
H 1.133 -0.696 -0.807  0.172
H 2.157 0.253 -1.923  0.182
H 0.509 -0.434 -3.398  0.168
H -0.028 1.198 -2.856  0.184
H -1.304 -1.272 -2.241  0.477
H -0.858 -3.444 1.822  0.471
H -1.611 -2.803 2.870  0.463
O -1.146 -2.560 2.068  -0.933
H -2.572 0.783 3.022  0.457
H -1.976 -0.319 2.272  0.472
O -2.347 0.543 2.113  -0.929

SMILES	CNCCO.O.O
multiplicity	1
HOMO	-8.6	eV
LUMO energy	0.014	Eh



Version Q
C3H13NO3 | ωB97M-V with the def2-TZVPD basis set

Each line ends with the natural charge from an NBO analysis.
Element x y z (Å)
C 0.868 -2.531 -2.208  -0.411
N 1.141 -1.239 -1.653  -0.651
C 0.297 -0.066 -1.646  -0.231
C 0.847 0.869 -0.598  -0.004
O -0.181 1.827 -0.301  -0.882
H 1.310 -3.276 -1.557  0.215
H 0.918 -2.542 -3.298  0.177
H -0.212 -2.698 -2.072  0.188
H 2.123 -1.029 -1.574  0.355
H 0.142 0.512 -2.570  0.165
H -0.680 -0.445 -1.335  0.200
H 1.056 0.409 0.366  0.189
H 1.736 1.434 -0.869  0.180
H -0.883 2.426 -0.318  0.549
H -1.174 1.303 0.971  0.486
H -2.599 1.845 1.447  0.466
O -2.011 1.085 1.449  -0.990
H -0.701 -0.271 3.185  0.476
H -0.201 0.536 4.298  0.460
O -0.463 -0.377 4.119  -0.937

SMILES	CNCCO.O.O
multiplicity	1
HOMO	-8.6	eV
LUMO energy	0.018	Eh



Version R
C3H13NO3 | ωB97M-V with the def2-TZVPD basis set

Each line ends with the natural charge from an NBO analysis.
Element x y z (Å)
N 2.199 0.180 0.773  -0.856
C 1.336 -0.970 0.986  -0.276
C -1.120 -1.468 1.019  -0.391
C -0.139 -0.577 1.049  -0.227
H 2.538 0.282 -0.179  0.365
H 3.008 0.231 1.377  0.367
H 1.631 -1.449 1.918  0.210
H 1.477 -1.699 0.183  0.180
H -2.144 -1.206 1.231  0.225
H -0.913 -2.497 0.739  0.182
H -0.298 0.486 1.195  0.224
H -2.037 1.425 -0.387  0.493
H -3.474 1.856 -0.092  0.467
O -2.890 1.096 -0.103  -0.963
H 0.244 2.947 -1.528  0.474
H 0.237 1.474 -1.360  0.493
O -0.326 2.250 -1.196  -0.968
H -0.118 -1.080 -2.485  0.479
H 0.316 -0.791 -1.116  0.480
O 0.473 -0.489 -2.024  -0.960

SMILES	C=CCN.O.O.O
multiplicity	1
HOMO	-9.4	eV
LUMO energy	0.028	Eh



Best to worst by energy: version R, version P, version Q.



Version P
C2H11N2O2 | ωB97M-V with the def2-TZVPD basis set

Each line ends with the natural charge from an NBO analysis.
Element x y z (Å)
C 1.102 0.525 0.760  -0.344
C 0.874 -0.431 1.695  -0.255
N 0.506 -1.718 1.209  -0.922
N 0.134 0.490 -0.340  -0.756
H 1.632 1.458 0.871  0.192
H 1.359 -0.271 2.677  0.159
H 1.283 -2.322 0.960  0.343
H -0.239 -2.130 1.743  0.358
H -0.882 0.274 -0.196  0.376
H 0.318 -0.249 -1.025  0.406
H 0.228 1.334 -0.983  0.436
H 0.620 3.498 -2.100  0.500
H -0.449 2.474 -2.550  0.483
O 0.264 2.620 -1.924  -0.955
H -2.355 -1.610 0.483  0.472
H -2.341 -2.382 -0.849  0.474
O -2.055 -1.563 -0.431  -0.967

multiplicity	2
HOMO (alpha / beta)	-3.4 / -7.4	eV
LUMO energy (alpha / beta)	0.012 / 0.005	Eh



Version Q
C2H11N2O2 | ωB97M-V with the def2-TZVPD basis set

Each line ends with the natural charge from an NBO analysis.
Element x y z (Å)
C 0.472 0.576 0.296  -0.180
C -0.441 1.458 -0.154  -0.019
N -0.236 2.825 0.063  -0.798
N 0.372 -0.808 -0.205  -0.759
H 1.242 0.762 1.024  0.208
H -1.136 1.075 -0.889  0.204
H -1.131 3.262 0.268  0.377
H 0.530 3.101 0.656  0.385
H -0.261 -1.010 -1.062  0.461
H 1.206 -1.381 -0.352  0.367
H -0.065 -1.304 0.584  0.423
H 1.862 -2.477 2.406  0.427
H 0.384 -2.765 2.598  0.434
O 0.989 -2.074 2.346  -1.156
H -1.908 -1.399 -2.668  0.443
H -0.878 -0.349 -3.067  0.400
O -1.136 -0.909 -2.300  -1.218

multiplicity	2
HOMO (alpha / beta)	-2.1 / -9.2	eV
LUMO energy (alpha / beta)	-0.004 / 0.024	Eh



Best to worst by energy: version P, version Q.